{
  "formula": "C2Br2ClN",
  "method": "ωB97M-V with the def2-TZVPD basis set",
  "charge": 0,
  "multiplicity": 1,
  "e_lumo_ev": -2.42,
  "relative_energy_kcal_mol": 0.00,
  "total_energy_ha": -5739.10302,
  "homo_lumo_gap_ha": 0.3091,
  "elements": ["C", "C", "N", "Cl", "Br", "Br"],
  "xyz": [[-0.92196, -0.03174, -0.55786], [0.36728, 0.16725, -0.02732], [-1.94760, -0.21296, -1.03153], [-0.15945, -0.66451, 2.07957], [1.03466, 1.89556, 0.05599], [1.62707, -1.15360, -0.51885]],
  "nbo_charge": [0.130, -0.234, -0.179, -0.228, 0.276, 0.236]
}

=====

{
  "formula": "C2Br2F2O",
  "method": "ωB97M-V with the def2-TZVPD basis set",
  "charge": 0,
  "multiplicity": 1,
  "e_lumo_ev": -0.55,
  "smiles": "O=C(Br)C(F)(F)Br",
  "relative_energy_kcal_mol": 2.91,
  "total_energy_ha": -5499.19235,
  "homo_lumo_gap_ha": 0.3798,
  "elements": ["O", "C", "Br", "C", "F", "F", "Br"],
  "xyz": [[0.79360, -1.35103, -1.12772], [0.75496, -0.39947, -0.46061], [2.06677, 0.95165, -0.05760], [-0.52818, -0.01565, 0.26359], [-0.40347, -0.16656, 1.57235], [-1.48855, -0.86603, 0.00176], [-1.19513, 1.84708, -0.19176]],
  "nbo_charge": [-0.418, 0.431, 0.028, 0.582, -0.308, -0.302, -0.014]
}